Density functional theory data (ωB97M-V/def2-TZVPD) for a 2-piece molecular cluster, C23H22N2O2S overall.

Computed properties:
Kohn-Sham gap (eV): 3.40
Relative energy (zero: lowest compared OMol25 entry of this formula, charge and spin) (kJ/mol): 471.9

```
! wB97M-V def2-TZVPD RIJCOSX def2/J DEFGRID3
* xyz 0 1
C 3.6863 -0.7490 1.3861
N 2.3023 -1.2148 1.3830
C 1.1974 -0.4222 1.2723
C 0.0375 -1.2086 1.3221
C -1.2792 -0.6989 1.3115
C -2.5022 -1.4663 1.3068
C -2.7175 -2.5386 0.4130
C -3.8709 -3.2805 0.4633
C -4.8374 -3.0035 1.4144
C -4.6656 -1.9468 2.2908
C -3.5385 -1.1671 2.2197
C 0.4876 -2.5738 1.5099
C -0.1915 -3.7768 1.7119
C 0.5326 -4.9343 1.8593
C 1.9272 -4.9221 1.8127
C 2.6156 -3.7445 1.6536
C 1.8947 -2.5556 1.5163
H 4.3728 -1.5867 1.4836
H 3.8984 -0.2283 0.4542
H 3.8534 -0.0647 2.2168
H 1.2213 0.6504 1.1727
H -1.3644 0.3760 1.3606
H -1.9650 -2.7544 -0.3250
H -4.0215 -4.0875 -0.2348
H -5.7220 -3.6142 1.4757
H -5.4156 -1.7437 3.0378
H -3.4042 -0.3499 2.9063
H -1.2633 -3.7813 1.7655
H 0.0112 -5.8632 2.0110
H 2.4645 -5.8534 1.8957
H 3.6890 -3.7390 1.6248
C 3.4994 3.8992 -3.8400
C 2.1521 3.8931 -3.2011
C 1.8498 4.7919 -2.1888
C 0.6041 4.7956 -1.5962
C -0.3525 3.9015 -2.0084
S -1.9900 3.9359 -1.2728
N -1.7706 2.8662 -0.0390
O -2.1811 5.3352 -0.7899
O -2.9163 3.4226 -2.3247
C -0.0732 3.0007 -3.0053
C 1.1716 2.9956 -3.5994
H 3.5761 3.1357 -4.6167
H 3.6954 4.8664 -4.3051
H 4.2852 3.7111 -3.1047
H 2.5967 5.4963 -1.8690
H 0.3620 5.5030 -0.8197
H -2.4849 2.6866 0.5960
H -0.8412 2.3142 -3.3225
H 1.3848 2.2925 -4.3843
*
```

Quick look at the Mulliken charges, all values in e: -0.9169, 0.1759, -0.9236, 0.7385, -0.5829, 0.5840, -0.6084, -0.4660, -0.4106, -0.5844, -0.4486, 1.1978, -0.2079, -0.8205, -0.7092, -0.8277, -0.0216, 0.2886, 0.3557, 0.3438, 0.6136, 0.3628, 0.5650, 0.4155, 0.4047, 0.3997, 0.4633, 0.4165, 0.4328, 0.4004, 0.2906, -1.3287, 0.8826, -0.5084, -0.4262, -0.1412, 1.0260, -0.6339, -0.7184, -0.7144, -0.4544, -0.6209, 0.3504, 0.3064, 0.2991, 0.3830, 0.4516, 0.1679, 0.4554, 0.3030

=====

Density functional theory data (ωB97M-V/def2-TZVPD) for C19H26N5O4STb as an isolated structure.

Computed properties:
Kohn-Sham gap (spin up / spin down) (eV): 8.25 / 8.16
Expectation value of S²: 12.675

```
! wB97M-V def2-TZVPD RIJCOSX def2/J DEFGRID3
* xyz 0 7
Tb -0.0289 -1.0006 1.5863
N 1.9582 -2.2704 2.7137
C 1.3139 -2.2529 4.0606
C 0.9120 -0.7865 4.2974
O 1.7489 -0.0432 4.8059
N -0.2827 -0.4592 3.7630
C -0.4773 0.9852 3.6020
C 0.1371 1.5642 2.2862
O -0.2239 2.6373 1.8551
O 1.0372 0.7824 1.7133
H 2.3625 -3.1813 2.5304
H 2.7259 -1.6012 2.7430
H 1.9962 -2.5683 4.8493
H 0.4476 -2.9162 4.0366
H 0.0342 1.5342 4.3976
H -1.5346 1.2428 3.6166
C -3.8911 3.0083 0.8637
C -3.9283 2.1380 -0.3842
N -2.5865 1.9100 -0.9195
C -2.0659 2.9549 -1.8094
C -2.1403 2.5604 -3.2754
C -1.8034 0.9066 -0.5145
S -2.4451 -0.1831 0.6763
N -0.5734 0.9241 -1.0810
C 0.3530 -0.0023 -1.0512
O 0.2496 -1.1909 -0.5772
C 1.6727 0.3771 -1.6453
C 2.7749 -0.4532 -1.4620
C 4.0105 -0.1037 -1.9847
C 4.1505 1.0739 -2.7043
C 3.0532 1.9025 -2.8964
C 1.8214 1.5586 -2.3664
H -4.8894 3.0973 1.2935
H -3.5245 4.0091 0.6327
H -3.2251 2.5713 1.6060
H -4.5020 2.6198 -1.1777
H -4.3956 1.1785 -0.1788
H -1.0446 3.1777 -1.5105
H -2.6696 3.8436 -1.6240
H -1.5339 1.6741 -3.4580
H -1.7682 3.3710 -3.9037
H -3.1687 2.3461 -3.5716
H 2.6579 -1.3707 -0.9018
H 4.8661 -0.7480 -1.8276
H 5.1150 1.3481 -3.1120
H 3.1607 2.8231 -3.4550
H 0.9625 2.2015 -2.4934
C 0.5252 -4.3579 -1.8732
C 0.4326 -5.1077 -0.5398
C -0.1030 -4.2412 0.5031
N -0.5016 -3.5174 1.2990
H 1.0196 -4.9895 -2.6088
H 1.0844 -3.4311 -1.7603
H -0.4676 -4.1034 -2.2395
H 1.4107 -5.4618 -0.2102
H -0.2188 -5.9799 -0.6139
*
```

Quick look at the Mulliken charges, all values in e: 0.4056, -0.4754, -0.7206, 0.7556, -0.6574, -0.4943, -0.3847, 0.6248, -0.6570, -0.5063, 0.2165, 0.2599, 0.4498, 0.3403, 0.3838, 0.1351, -0.6605, -1.1053, 0.1523, -0.5638, -1.1927, 0.2648, -0.2500, 0.2060, -0.0782, -0.4196, 0.8512, -0.2987, -0.9086, -0.3719, -0.7854, -0.0411, 0.4054, 0.3100, 0.0005, 0.4275, 0.5196, 0.3169, 0.5320, 0.2279, 0.3555, 0.4086, 0.3182, 0.3924, 0.3848, 0.4157, 0.2833, -0.7268, -0.3246, 0.3919, -0.4029, 0.3814, 0.0103, 0.3091, 0.2451, 0.3441